Arrangement P

Computed, not measured: a cluster of 2 separate species, C4H10S in total, with ωB97M-V with the def2-TZVPD basis set.

Values from the calculation:
LUMO energy (eV): 1.1
Highest occupied orbital energy (hartree): -0.3073
Charge: 0
SMILES string: C=C.CSC

CARTESIAN COORDINATES (ANGSTROEM)
1 C -0.56 1.76 -1.89
2 C -1.24 2.90 -1.71
3 H 0.50 1.88 -2.02
4 H -1.18 0.88 -2.01
5 H -0.77 3.85 -1.46
6 H -2.25 3.06 -2.07
7 C 0.75 -2.43 0.28
8 S 0.67 -0.60 0.49
9 C -0.29 -0.57 2.02
10 H 0.68 -2.71 -0.78
11 H 1.80 -2.57 0.58
12 H 0.02 -2.85 0.96
13 H 0.26 -0.85 2.92
14 H -1.16 -1.25 1.97
15 H -0.71 0.42 2.18



Arrangement Q

Computed, not measured: a structure of composition C4H10S, with ωB97M-V with the def2-TZVPD basis set.

Values from the calculation:
LUMO energy (eV): 0.9
Highest occupied orbital energy (hartree): -0.3336
Charge: 0

CARTESIAN COORDINATES (ANGSTROEM)
1 C 1.50 -0.76 0.29
2 C 0.59 0.07 -0.97
3 C -0.21 1.05 -0.20
4 C -1.28 0.48 0.74
5 H 2.71 -0.18 0.73
6 H 0.89 -1.15 1.32
7 H 2.02 -1.77 -0.18
8 H -0.43 -0.73 -1.13
9 H 0.96 0.37 -2.02
10 H 0.37 1.67 0.28
11 H -0.40 1.94 -0.92
12 H -1.70 1.16 1.46
13 H -0.75 -0.38 1.46
14 H -1.73 -1.35 -0.61
15 S -2.54 -0.41 -0.25



Least stable = arrangement Q



Arrangement P

Computed, not measured: a structure of composition C36H36GeN2O10Se2Ti, with ωB97M-V with the def2-TZVPD basis set.

Values from the calculation:
LUMO energy (spin up / spin down) (eV): 2.6 / 2.6
⟨S²⟩: 2.015
Highest occupied orbital energy (spin up / spin down) (hartree): 0.0466 / -0.1073
Multiplicity: 3
Charge: -2

CARTESIAN COORDINATES (ANGSTROEM)
1 Ti 0.83 2.12 2.83
2 O 0.13 5.77 1.17
3 C 0.38 4.79 1.91
4 O 0.00 3.58 1.71
5 C 1.46 4.85 3.12
6 O 1.92 5.94 3.58
7 O 1.91 3.66 3.45
8 Se 2.35 5.05 -4.21
9 Se 4.40 6.29 -4.45
10 C 5.54 4.84 -4.85
11 C 5.25 3.77 -5.76
12 C 6.34 2.91 -6.04
13 C 7.50 3.05 -5.32
14 C 7.67 4.07 -4.39
15 N 6.74 5.02 -4.30
16 C 1.31 6.42 -3.42
17 C 0.94 7.48 -4.19
18 C 0.00 8.46 -3.70
19 C -0.48 8.18 -2.42
20 C 0.07 7.12 -1.59
21 N 0.93 6.29 -2.12
22 H 4.31 3.78 -6.22
23 H 6.27 2.17 -6.90
24 H 8.16 2.18 -5.39
25 H 8.51 4.23 -3.68
26 H 1.42 7.68 -5.14
27 H -0.23 9.28 -4.35
28 H -1.04 8.93 -1.87
29 H -0.28 6.82 -0.60
30 C -2.74 1.90 -2.31
31 C -2.21 2.33 -1.00
32 O -0.92 2.62 -1.00
33 H -1.90 1.57 -2.89
34 H -3.37 2.72 -2.79
35 H -3.29 1.00 -2.02
36 H -2.43 0.85 -0.28
37 H -2.76 2.82 -0.21
38 H -0.55 2.79 -0.07
39 O 0.95 1.41 4.59
40 O -0.48 1.67 4.21
41 C 3.24 1.82 0.98
42 O 2.16 1.32 1.95
43 H 3.10 1.15 0.13
44 H 4.16 1.57 1.54
45 H 2.99 2.87 0.73
46 O -0.44 0.73 1.35
47 C -1.37 -0.13 1.28
48 O -2.38 0.03 0.46
49 C -1.24 -1.39 2.00
50 C -2.40 -2.33 1.93
51 Ge -1.96 -4.30 1.89
52 C -0.60 -4.58 0.56
53 C -0.56 -3.80 -0.60
54 C 0.18 -4.20 -1.70
55 C 1.08 -5.40 -1.60
56 C 1.02 -6.13 -0.40
57 C 0.23 -5.75 0.65
58 C -3.56 -4.92 1.16
59 C -4.41 -5.97 1.69
60 C -5.67 -6.23 1.27
61 C -6.18 -5.58 0.10
62 C -5.35 -4.63 -0.50
63 C -4.07 -4.32 -0.02
64 C -1.21 -4.92 3.53
65 C -0.40 -4.02 4.17
66 C -0.25 -4.06 5.53
67 C -0.61 -5.26 6.22
68 C -1.34 -6.24 5.55
69 C -1.66 -6.07 4.18
70 H -1.08 -1.02 3.07
71 H -0.28 -1.72 1.64
72 H -2.98 -2.17 1.06
73 H -3.07 -2.35 2.76
74 H -1.12 -2.77 -0.68
75 H 0.18 -3.64 -2.67
76 H 1.71 -5.76 -2.42
77 H 1.73 -6.99 -0.23
78 H 0.31 -6.40 1.55
79 H -4.16 -6.33 2.72
80 H -6.24 -7.01 1.74
81 H -7.26 -5.69 -0.04
82 H -5.59 -4.26 -1.52
83 H -3.38 -3.74 -0.67
84 H 0.09 -3.26 3.62
85 H 0.37 -3.25 6.00
86 H -0.44 -5.30 7.27
87 H -1.58 -7.22 6.00
88 H -2.28 -6.79 3.71



Arrangement Q

Computed, not measured: a structure of composition C36H36GeN2O10Se2Ti, with ωB97M-V with the def2-TZVPD basis set.

Values from the calculation:
LUMO energy (spin up / spin down) (eV): 3.8 / 2.2
⟨S²⟩: 2.015
Highest occupied orbital energy (spin up / spin down) (hartree): -0.0680 / -0.0680
Multiplicity: 3
Charge: -2

CARTESIAN COORDINATES (ANGSTROEM)
1 Ti 11.88 14.33 11.78
2 O 9.77 17.81 11.14
3 C 10.58 16.89 11.23
4 O 10.36 15.59 11.41
5 C 12.13 17.18 11.03
6 O 12.52 18.24 10.52
7 O 12.89 16.16 11.38
8 Se 13.62 18.28 7.52
9 Se 13.33 16.17 6.02
10 C 15.16 15.60 6.21
11 C 15.20 14.20 6.22
12 C 16.41 13.56 6.55
13 C 17.50 14.37 6.96
14 C 17.36 15.73 6.74
15 N 16.24 16.38 6.38
16 C 11.73 18.56 7.35
17 C 11.33 19.88 7.12
18 C 9.98 20.20 7.36
19 C 9.10 19.15 7.74
20 C 9.61 17.85 7.89
21 N 10.85 17.57 7.54
22 H 14.21 13.67 6.05
23 H 16.41 12.49 6.46
24 H 18.43 13.95 7.35
25 H 18.20 16.39 6.82
26 H 12.05 20.63 6.91
27 H 9.70 21.20 7.13
28 H 8.05 19.36 8.05
29 H 9.02 16.98 8.24
30 C 8.11 13.96 8.05
31 C 7.98 13.96 9.55
32 O 7.98 15.29 10.00
33 H 8.21 12.98 7.59
34 H 8.92 14.58 7.72
35 H 7.20 14.40 7.56
36 H 8.80 13.46 9.97
37 H 6.99 13.51 9.77
38 H 8.69 15.32 10.68
39 O 13.42 13.18 12.13
40 O 13.10 13.90 13.38
41 C 12.41 13.89 8.72
42 O 11.76 13.96 9.95
43 H 11.82 13.22 8.08
44 H 13.41 13.45 8.90
45 H 12.48 14.94 8.28
46 O 10.26 13.71 14.23
47 C 9.97 12.87 13.37
48 O 10.48 12.88 12.15
49 C 9.07 11.62 13.67
50 C 8.38 10.99 12.42
51 Ge 8.92 9.16 11.87
52 C 10.62 9.40 10.89
53 C 10.79 9.16 9.54
54 C 11.94 9.59 8.89
55 C 12.95 10.22 9.62
56 C 12.86 10.39 11.03
57 C 11.70 9.99 11.64
58 C 7.33 8.53 10.91
59 C 6.78 9.34 9.89
60 C 5.77 8.83 9.07
61 C 5.19 7.64 9.40
62 C 5.74 6.81 10.36
63 C 6.86 7.26 11.06
64 C 9.23 8.13 13.43
65 C 8.15 7.81 14.24
66 C 8.30 7.06 15.43
67 C 9.53 6.66 15.83
68 C 10.64 7.08 15.10
69 C 10.53 7.76 13.91
70 H 8.26 11.86 14.36
71 H 9.70 10.95 14.23
72 H 8.62 11.65 11.57
73 H 7.30 10.94 12.51
74 H 9.96 8.72 8.95
75 H 12.01 9.47 7.80
76 H 13.82 10.56 9.09
77 H 13.63 10.81 11.70
78 H 11.52 10.21 12.70
79 H 7.19 10.33 9.65
80 H 5.47 9.44 8.24
81 H 4.24 7.38 8.93
82 H 5.37 5.81 10.52
83 H 7.27 6.58 11.82
84 H 7.18 8.16 14.03
85 H 7.37 6.92 15.96
86 H 9.60 5.97 16.65
87 H 11.61 6.67 15.42
88 H 11.42 7.96 13.33



Least stable = arrangement P



Arrangement P

Computed, not measured: a cluster of 4 separate species, C24H20F4 in total, with ωB97M-V with the def2-TZVPD basis set.

Values from the calculation:
LUMO energy (eV): 0.7
Highest occupied orbital energy (hartree): -0.3400
Charge: 0
SMILES string: Fc1ccccc1.Fc1ccccc1.Fc1ccccc1.Fc1ccccc1

CARTESIAN COORDINATES (ANGSTROEM)
1 F 4.46 -4.45 -5.31
2 C 4.88 -3.27 -4.84
3 C 4.50 -2.90 -3.56
4 C 5.02 -1.75 -2.96
5 C 5.89 -0.97 -3.72
6 C 6.24 -1.33 -5.01
7 C 5.69 -2.45 -5.61
8 H 3.96 -3.67 -3.01
9 H 4.79 -1.46 -1.94
10 H 6.30 -0.10 -3.23
11 H 6.89 -0.68 -5.58
12 H 5.95 -2.80 -6.60
13 F 1.88 -0.46 -2.09
14 C 1.15 -1.07 -1.13
15 C 1.36 -2.40 -0.83
16 C 0.56 -2.98 0.13
17 C -0.40 -2.21 0.79
18 C -0.50 -0.84 0.59
19 C 0.24 -0.27 -0.44
20 H 2.02 -2.95 -1.48
21 H 0.70 -4.04 0.29
22 H -1.01 -2.66 1.56
23 H -1.24 -0.26 1.14
24 H 0.14 0.74 -0.80
25 F -4.79 2.84 5.57
26 C -3.95 1.80 5.55
27 C -3.84 0.95 6.65
28 C -2.94 -0.10 6.67
29 C -2.06 -0.31 5.59
30 C -2.21 0.54 4.50
31 C -3.19 1.51 4.44
32 H -4.53 1.11 7.47
33 H -2.90 -0.74 7.54
34 H -1.27 -1.04 5.61
35 H -1.58 0.45 3.62
36 H -3.43 2.05 3.53
37 F -0.77 3.38 0.70
38 C -1.80 3.26 -0.18
39 C -2.78 2.33 0.13
40 C -3.76 2.09 -0.85
41 C -3.70 2.72 -2.06
42 C -2.72 3.69 -2.33
43 C -1.81 4.01 -1.35
44 H -2.63 1.80 1.06
45 H -4.54 1.37 -0.64
46 H -4.41 2.46 -2.84
47 H -2.74 4.23 -3.26
48 H -1.12 4.84 -1.46



Arrangement Q

Computed, not measured: a cluster of 4 separate species, C24H20F4 in total, with ωB97M-V with the def2-TZVPD basis set.

Values from the calculation:
LUMO energy (eV): 0.8
Highest occupied orbital energy (hartree): -0.3313
Charge: 0
SMILES string: Fc1ccccc1.Fc1ccccc1.Fc1ccccc1.Fc1ccccc1

CARTESIAN COORDINATES (ANGSTROEM)
1 F 5.01 5.94 11.05
2 C 5.29 7.01 10.28
3 C 5.97 6.81 9.12
4 C 6.17 7.94 8.33
5 C 5.73 9.23 8.63
6 C 5.07 9.42 9.86
7 C 4.88 8.28 10.68
8 H 6.34 5.87 8.84
9 H 6.65 7.74 7.38
10 H 5.96 10.09 8.00
11 H 4.74 10.40 10.30
12 H 4.31 8.49 11.56
13 F 16.44 5.53 8.52
14 C 15.16 5.31 8.82
15 C 14.29 4.63 7.98
16 C 12.98 4.48 8.32
17 C 12.50 5.12 9.48
18 C 13.34 5.88 10.29
19 C 14.68 5.95 10.00
20 H 14.62 4.27 7.04
21 H 12.33 3.92 7.66
22 H 11.46 5.19 9.68
23 H 12.90 6.44 11.11
24 H 15.37 6.46 10.67
25 F 8.53 10.57 12.42
26 C 8.12 10.54 13.68
27 C 6.95 9.85 13.95
28 C 6.40 10.03 15.19
29 C 7.07 10.76 16.18
30 C 8.32 11.29 15.91
31 C 8.84 11.19 14.65
32 H 6.45 9.23 13.17
33 H 5.45 9.61 15.32
34 H 6.61 11.01 17.10
35 H 8.72 11.98 16.67
36 H 9.61 11.79 14.28
37 F 7.99 4.85 11.05
38 C 8.72 5.83 11.62
39 C 9.17 6.90 10.82
40 C 9.95 7.79 11.56
41 C 10.22 7.71 12.91
42 C 9.70 6.64 13.62
43 C 8.92 5.72 13.01
44 H 8.85 7.05 9.80
45 H 10.35 8.64 11.00
46 H 10.91 8.43 13.46
47 H 9.84 6.53 14.67
48 H 8.44 4.88 13.49



Least stable = arrangement Q



Arrangement P

Computed, not measured: a cluster of 2 separate species, C3H8N2O4 in total, with ωB97M-V with the def2-TZVPD basis set.

Values from the calculation:
LUMO energy (eV): 0.4
Highest occupied orbital energy (hartree): -0.3591
Charge: 0
SMILES string: NCC(=O)NC(=O)O.O

CARTESIAN COORDINATES (ANGSTROEM)
1 N 0.85 -2.58 -0.40
2 C 0.39 -1.36 0.27
3 C -0.65 -0.49 -0.30
4 O -1.75 -0.94 -0.58
5 N -0.40 0.86 -0.42
6 C -1.43 1.85 -0.50
7 O -1.10 3.00 -0.65
8 O -2.66 1.44 -0.40
9 H 0.19 -3.33 -0.30
10 H 1.27 -2.52 -1.31
11 H -0.02 -1.70 1.25
12 H 1.36 -1.09 0.72
13 H 0.50 1.30 -0.36
14 H -2.72 0.45 -0.43
15 O 1.96 1.45 1.33
16 H 1.33 2.04 0.95
17 H 2.88 1.62 1.12



Arrangement Q

Computed, not measured: an isolated molecule of C3H8N2O4, with ωB97M-V with the def2-TZVPD basis set.

Values from the calculation:
LUMO energy (spin up / spin down) (eV): 0.0 / 0.0
Highest occupied orbital energy (spin up / spin down) (hartree): -0.3016 / -0.3019
Charge: 0
SMILES string: CO/N=[N+](/[O-])OCCO

CARTESIAN COORDINATES (ANGSTROEM)
1 C 3.28 -0.62 -1.41
2 O 2.36 0.29 -0.73
3 N 1.46 0.81 -1.52
4 N -0.15 0.21 -1.24
5 O -1.05 0.76 -1.79
6 O -0.28 -0.51 -0.11
7 C -1.55 -0.61 0.58
8 C -1.78 0.62 1.53
9 O -2.93 0.25 2.38
10 H 4.19 -0.03 -1.84
11 H 2.64 -0.92 -2.29
12 H 3.54 -1.43 -0.75
13 H -2.31 -0.79 -0.11
14 H -1.38 -1.49 1.16
15 H -1.99 1.53 1.04
16 H -1.04 0.93 2.18
17 H -3.02 1.01 2.92



Least stable = arrangement Q